# 1
The following is a quantum chemistry calculation of a 2-piece molecular cluster, C5H14 overall, from OMol25.

SMILES: CCC.CC

Last column: Mulliken charge in e.
Positions of all 19 atoms, in Å:
C -0.33169 -0.12458 -3.14794  -1.198
C -0.34181 -0.62412 -1.70990  -0.044
C 1.04358 -1.05412 -1.22427  -1.085
H -0.27547 -0.92838 -3.88348  0.306
H 0.51754 0.52373 -3.38412  0.316
H -1.19858 0.45608 -3.44866  0.337
H -0.71831 0.16054 -1.05214  0.203
H -1.02137 -1.46687 -1.66485  0.245
H 0.99630 -1.24618 -0.14481  0.268
H 1.41794 -1.93520 -1.73715  0.346
H 1.73529 -0.21914 -1.35550  0.304
C 0.30389 1.39882 2.72283  -0.756
C -0.72059 0.32839 3.14624  -0.810
H 0.28792 2.22107 3.43636  0.299
H 1.29596 0.96592 2.68283  0.254
H 0.12812 1.76918 1.71068  0.215
H -1.38488 0.71596 3.90707  0.322
H -0.20083 -0.52099 3.59596  0.245
H -1.32155 -0.06132 2.32000  0.233

# 2
The following is a quantum chemistry calculation of a 2-piece molecular cluster, C5H14 overall in a non-equilibrium geometry, from OMol25.

SMILES: CCC.CC

Last column: Mulliken charge in e.
Positions of all 19 atoms, in Å:
C 1.68833 -0.08063 -1.45074  -1.258
C 0.29914 0.57634 -1.61798  0.244
C -0.72432 -0.40782 -2.19924  -1.159
H 2.17917 -0.00561 -2.42766  0.332
H 1.69810 -1.11771 -1.13334  0.396
H 2.27122 0.58001 -0.80865  0.323
H 0.05195 0.94050 -0.61482  -0.178
H 0.48742 1.49912 -2.16133  0.345
H -0.29275 -1.38287 -1.98751  0.297
H -1.78161 -0.35922 -1.95926  0.328
H -0.62809 -0.42241 -3.29536  0.337
C -0.89206 -0.71884 2.46955  -0.747
C -0.35114 0.69486 2.66112  -0.735
H -1.96987 -0.80086 2.60374  0.281
H -0.55825 -1.14907 1.52414  0.190
H -0.45400 -1.38968 3.21212  0.281
H -0.39919 1.21685 1.70161  0.154
H -0.78627 1.31811 3.43585  0.338
H 0.70667 0.62899 2.93256  0.231

# 3
The following is a quantum chemistry calculation of a 2-piece molecular cluster, C5H14 overall, from OMol25.

SMILES: CCC.CC

Last column: Mulliken charge in e.
Positions of all 19 atoms, in Å:
C -1.72346 -0.75645 0.31822  -0.981
C -1.35706 0.52110 -0.46959  0.125
C -1.45257 0.34669 -1.97651  -1.237
H -1.85877 -1.57191 -0.38653  0.348
H -2.60631 -0.65681 0.93410  0.273
H -0.88949 -1.07740 0.94246  0.192
H -1.91258 1.37483 -0.09574  0.370
H -0.35968 0.85827 -0.17250  -0.083
H -1.70097 1.26759 -2.48703  0.338
H -0.52859 -0.03773 -2.40082  0.286
H -2.21668 -0.39551 -2.21999  0.340
C 1.82677 0.31678 1.63516  -0.845
C 2.34955 -0.31729 0.34355  -0.635
H 1.65159 1.38465 1.48330  0.255
H 0.87593 -0.11527 1.96017  0.205
H 2.51365 0.26535 2.47769  0.345
H 3.35337 0.06157 0.22691  0.321
H 1.68167 -0.06203 -0.47445  0.136
H 2.35362 -1.40641 0.36159  0.246

Respective relative energy (zero: lowest compared OMol25 entry of this formula, charge and spin) values: 19.2; 49.6; 31.0 kJ/mol.
Respective E values: -5411.850; -5411.536; -5411.729 eV.